Molecular formula: C4H8O2
Method: DFT, ωB97M-V with the def2-TZVPD basis set

The calculation puts the HOMO energy at -10.06 eV. As for the SMILES: O[C@H]1C[C@@H](O)C1. The value obtained for the orbital gap is 0.4036 hartree. For the energy above the lowest of the compared OMol25 structures with the same formula, charge and spin, the calculation gives 155.3 kJ/mol.

Each line ends with the Mulliken charge.
Cartesian coordinates (Å):
O 2.22 0.69 0.22  -0.54
C 0.97 0.20 0.64  -0.04
C -0.31 0.96 0.23  -0.74
C -1.00 -0.40 -0.02  0.25
O -1.68 -0.52 -1.25  -0.56
C 0.38 -1.07 -0.03  -0.77
H 2.17 0.86 -0.73  0.32
H 1.05 0.07 1.72  0.36
H -0.17 1.44 -0.74  0.26
H -0.73 1.69 0.94  0.30
H -1.63 -0.74 0.81  0.34
H -2.49 0.00 -1.19  0.30
H 0.72 -1.16 -1.07  0.24
H 0.51 -2.03 0.47  0.28


Molecular formula: C4H8O2
Method: DFT, ωB97M-V with the def2-TZVPD basis set

The calculation puts the HOMO energy at -8.71 eV. As for the SMILES: CO/C=C/OC. The value obtained for the orbital gap is 0.3568 hartree. For the energy above the lowest of the compared OMol25 structures with the same formula, charge and spin, the calculation gives 246.8 kJ/mol.

Each line ends with the Mulliken charge.
Cartesian coordinates (Å):
C -0.72 -0.09 2.27  -0.77
O -0.92 1.01 1.42  -0.35
C -0.67 0.80 0.11  -0.01
C -0.46 -0.36 -0.52  -0.30
O -0.14 -0.36 -1.86  -0.37
C 1.24 -0.12 -2.06  -0.71
H -0.84 0.27 3.29  0.22
H -1.45 -0.89 2.07  0.31
H 0.30 -0.50 2.13  0.34
H -0.62 1.73 -0.45  0.37
H -0.53 -1.34 -0.05  0.42
H 1.52 0.89 -1.71  0.30
H 1.85 -0.85 -1.51  0.32
H 1.44 -0.20 -3.13  0.23


Molecular formula: C4H8O2
Method: DFT, ωB97M-V with the def2-TZVPD basis set

The calculation puts the HOMO energy at -8.96 eV. As for the SMILES: C=COOCC. The value obtained for the orbital gap is 0.3713 hartree. For the energy above the lowest of the compared OMol25 structures with the same formula, charge and spin, the calculation gives 405.1 kJ/mol.

Each line ends with the Mulliken charge.
Cartesian coordinates (Å):
C -1.74 -0.24 -2.06  -0.59
C -1.83 -0.47 -0.76  -0.08
O -0.84 -0.45 0.17  -0.19
O 0.42 -0.22 -0.47  -0.26
C 1.15 0.63 0.40  -0.11
C 1.53 -0.04 1.71  -1.04
H -2.64 -0.31 -2.67  0.25
H -0.80 -0.01 -2.55  0.27
H -2.75 -0.72 -0.25  0.29
H 0.58 1.56 0.56  0.27
H 2.04 0.87 -0.20  0.28
H 2.06 -0.97 1.51  0.28
H 0.64 -0.25 2.30  0.28
H 2.18 0.62 2.30  0.35


Molecular formula: C4H8O2
Method: DFT, ωB97M-V with the def2-TZVPD basis set

The calculation puts the HOMO energy at -10.19 eV. As for the SMILES: C[C@H]1O[C@H]1CO. The value obtained for the orbital gap is 0.4130 hartree. For the energy above the lowest of the compared OMol25 structures with the same formula, charge and spin, the calculation gives 190.1 kJ/mol.

Each line ends with the Mulliken charge.
Cartesian coordinates (Å):
C 1.70 0.82 0.03  -1.33
C 0.85 -0.33 0.50  0.27
O -0.20 -0.02 1.41  -0.49
C -0.56 -0.54 0.13  -0.09
C -1.35 0.44 -0.72  -0.50
O -2.34 1.07 0.06  -0.52
H 1.10 1.71 -0.17  0.37
H 2.25 0.55 -0.88  0.29
H 2.44 1.08 0.80  0.32
H 1.41 -1.22 0.78  0.40
H -0.95 -1.56 0.18  0.41
H -1.87 -0.10 -1.52  0.31
H -0.69 1.17 -1.19  0.20
H -1.90 1.31 0.89  0.34


Molecular formula: C4H8O2
Method: DFT, ωB97M-V with the def2-TZVPD basis set

The calculation puts the HOMO energy at -8.68 eV. As for the SMILES: C=CC(=C)O.O. The value obtained for the orbital gap is 0.3415 hartree. For the energy above the lowest of the compared OMol25 structures with the same formula, charge and spin, the calculation gives 315.6 kJ/mol.

Each line ends with the Mulliken charge.
Cartesian coordinates (Å):
C -0.70 -1.41 0.11  -0.83
C 0.19 -0.37 0.24  -0.22
C 0.12 0.64 1.21  1.16
C 1.20 1.19 1.71  -1.12
O -1.08 1.12 1.66  -0.53
H -1.33 -1.92 0.77  0.32
H -0.50 -2.10 -0.81  0.20
H 1.04 -0.22 -0.41  0.26
H 1.24 1.98 2.42  0.26
H 2.27 0.90 1.32  0.16
H -0.87 1.97 2.34  0.34
O -0.50 -0.29 -3.76  -0.64
H -1.23 -0.51 -3.18  0.32
H 0.16 -0.97 -3.64  0.31


Molecular formula: C4H8O2
Method: DFT, ωB97M-V with the def2-TZVPD basis set

The calculation puts the HOMO energy at -9.16 eV. As for the SMILES: C[C@H]1O[C@H]1CO. The value obtained for the orbital gap is 0.3742 hartree. For the energy above the lowest of the compared OMol25 structures with the same formula, charge and spin, the calculation gives 357.4 kJ/mol.

Each line ends with the Mulliken charge.
Cartesian coordinates (Å):
C -1.43 -0.84 -0.94  -1.09
C -1.04 0.53 -0.40  0.03
O -0.93 0.60 1.00  -0.45
C 0.27 0.91 0.34  -0.16
C 1.46 0.04 0.33  -0.40
O 1.92 -0.19 1.64  -0.51
H -1.02 -1.63 -0.30  0.36
H -1.06 -0.97 -1.96  0.27
H -2.52 -1.02 -0.99  0.29
H -0.77 1.42 -0.96  0.38
H 0.49 1.98 0.53  0.42
H 2.27 0.54 -0.21  0.27
H 1.23 -0.89 -0.21  0.24
H 1.13 -0.48 2.12  0.34


Molecular formula: C4H8O2
Method: DFT, ωB97M-V with the def2-TZVPD basis set

The calculation puts the HOMO energy at -8.33 eV. The value obtained for the orbital gap is 0.3355 hartree. For the energy above the lowest of the compared OMol25 structures with the same formula, charge and spin, the calculation gives 661.9 kJ/mol.

Each line ends with the Mulliken charge.
Cartesian coordinates (Å):
C -0.09 -1.01 1.67  -0.59
C -0.94 0.48 0.63  -0.53
O 0.75 0.19 0.74  -0.33
C 0.05 0.56 -0.45  0.18
C 0.14 -0.46 -1.56  -0.40
O 1.46 -0.59 -2.02  -0.51
H -0.51 -1.81 1.06  0.30
H -0.75 -0.75 2.49  0.29
H 0.89 -1.31 2.07  0.25
H -1.01 1.45 1.14  0.21
H 0.42 1.54 -0.73  0.32
H -0.46 -0.12 -2.41  0.30
H -0.28 -1.42 -1.22  0.19
H 2.01 -0.77 -1.24  0.32


Molecular formula: C4H8O2
Method: DFT, ωB97M-V with the def2-TZVPD basis set

The calculation puts the HOMO energy at -9.58 eV. As for the SMILES: COC=O.C=C. The value obtained for the orbital gap is 0.3867 hartree. For the energy above the lowest of the compared OMol25 structures with the same formula, charge and spin, the calculation gives 302.8 kJ/mol.

Each line ends with the Mulliken charge.
Cartesian coordinates (Å):
C 1.52 -1.54 0.57  -0.77
O 0.82 -0.51 -0.21  -0.28
C 0.29 0.14 0.86  0.25
O -0.72 -0.19 1.41  -0.51
H 1.55 -1.40 1.67  0.37
H 2.53 -1.52 0.20  0.26
H 0.96 -2.45 0.39  0.26
H 1.00 0.90 1.21  0.44
C -1.00 0.88 -1.56  -0.42
C -1.67 1.32 -0.50  -0.67
H -0.17 1.44 -1.99  0.25
H -1.24 -0.07 -2.02  0.22
H -2.48 0.75 -0.05  0.25
H -1.40 2.24 0.02  0.34


Molecular formula: C4H8O2
Method: DFT, ωB97M-V with the def2-TZVPD basis set

The calculation puts the HOMO energy at -10.31 eV. As for the SMILES: C[C@@H](O)[C@H]1CO1. The value obtained for the orbital gap is 0.4177 hartree. For the energy above the lowest of the compared OMol25 structures with the same formula, charge and spin, the calculation gives 257.3 kJ/mol.

Each line ends with the Mulliken charge.
Cartesian coordinates (Å):
C -0.60 -1.01 -1.40  -1.30
C -0.52 -0.57 0.09  0.43
O -0.10 -1.62 0.94  -0.54
C 0.53 0.52 0.14  -0.23
C 0.49 1.86 0.83  -0.31
O 1.07 0.89 1.60  -0.45
H 0.35 -1.36 -1.84  0.34
H -1.29 -1.85 -1.42  0.34
H -1.00 -0.23 -2.07  0.34
H -1.54 -0.28 0.39  0.22
H 0.61 -1.26 1.50  0.38
H 1.40 0.09 -0.39  0.29
H -0.51 2.17 1.15  0.23
H 1.13 2.68 0.49  0.25


Molecular formula: C4H8O2
Method: DFT, ωB97M-V with the def2-TZVPD basis set

The calculation puts the HOMO energy at -9.10 eV. The value obtained for the orbital gap is 0.1842 hartree. For the energy above the lowest of the compared OMol25 structures with the same formula, charge and spin, the calculation gives 874.9 kJ/mol.

Each line ends with the Mulliken charge.
Cartesian coordinates (Å):
O 2.95 1.06 -0.04  -0.44
C 1.83 0.56 0.28  0.02
C 1.03 -0.16 -0.75  -0.21
C -0.32 -0.21 -0.57  0.49
C -1.41 -1.19 -0.73  -1.00
O -1.33 1.28 1.37  -0.74
H 1.11 1.40 0.61  0.22
H 1.87 -0.10 1.18  0.33
H 1.59 -0.63 -1.55  0.39
H -0.52 0.52 0.22  -0.19
H -2.32 -0.65 -0.44  0.30
H -1.35 -2.00 -0.01  0.27
H -1.54 -1.56 -1.76  0.35
H -1.60 1.69 2.20  0.23